The following is a DFT calculation (the ωB97M-V functional and the def2-TZVPD basis) of a cluster of 2 separate species, CH5BrSi in total in a non-equilibrium geometry.

**Charge**: 0
**HOMO level (alpha / beta)**: -8.451 / -8.457 eV
**Molecular weight**: 125.04 g/mol
**Spin multiplicity**: 1
**Relative energy (zero: lowest compared OMol25 entry of this formula, charge and spin)**: 310.5 kJ/mol
**Electronic energy**: -2904.5100 Ha

Positions of all 8 atoms, in Å:
1 C -0.85252 -0.72676 0.14689
2 Si 0.45268 0.63588 0.30818
3 Br 2.56204 0.00957 -0.00939
4 H -1.53297 -0.51500 -0.75605
5 H -0.40442 -1.68054 -0.16477
6 H -1.35354 -0.83865 1.03679
7 H 0.51936 1.64720 1.50877
8 H 0.60938 1.46828 -2.07041

Force components x, y, z for each atom (eV/Å):
0.854 0.587 -3.399
0.726 1.176 -2.484
-0.074 -0.314 0.503
0.772 0.140 1.661
0.299 0.281 0.411
-1.513 -0.363 1.955
-0.479 -0.997 -1.210
-0.585 -0.511 2.561


The following is a DFT calculation (the ωB97M-V functional and the def2-TZVPD basis) of a structure of composition C39H48FeP2Si in a non-equilibrium geometry.

**Charge**: 0
**HOMO level (alpha / beta)**: -4.923 / -7.431 eV
**Molecular weight**: 662.69 g/mol
**Spin multiplicity**: 5
**Relative energy (zero: lowest compared OMol25 entry of this formula, charge and spin)**: 539.4 kJ/mol
**Electronic energy**: -3750.4486 Ha

Positions of all 91 atoms, in Å:
1 Fe 0.77660 -1.31491 -4.54449
2 C -3.57747 0.58805 -0.55044
3 C -3.78270 0.61308 -1.87337
4 C -3.69317 1.81806 -2.72572
5 C -2.19222 2.18645 -2.96918
6 C -1.49135 2.86782 -1.85356
7 C -2.03851 3.41191 -0.75321
8 C -3.39083 3.21644 -0.15239
9 C -3.71632 1.77819 0.35826
10 C 2.46380 -1.89177 -3.51275
11 H -3.48466 -0.39611 -0.07036
12 H -4.10024 -0.28455 -2.42348
13 H -4.21633 2.71458 -2.40141
14 H -4.09039 1.52800 -3.70826
15 H -1.66471 1.25020 -3.21088
16 H -2.13241 2.81694 -3.87312
17 H -0.42262 3.05141 -2.02883
18 H -1.45079 4.12996 -0.17375
19 H -4.21427 3.58208 -0.77749
20 H -3.42042 3.83838 0.76052
21 H -3.09027 1.63708 1.25220
22 H -4.76424 1.80960 0.70291
23 H 2.60560 -2.07863 -2.40631
24 H 3.21192 -1.14622 -3.81383
25 H 2.66245 -2.87018 -3.97584
26 P 0.40007 -2.05536 -6.60368
27 P 1.98803 0.35918 -7.09130
28 C -0.50057 -0.54686 -7.03824
29 C 0.25021 0.45304 -7.54194
30 C -0.02161 -2.93258 -8.26231
31 C -1.01681 -2.47927 -9.14338
32 C -1.42964 -3.26897 -10.22922
33 C -0.81586 -4.50153 -10.46484
34 C 0.27873 -4.87994 -9.67758
35 C 0.67682 -4.10204 -8.59246
36 C -1.01014 -2.53245 -5.52506
37 C -1.26324 -1.61751 -4.42344
38 C -1.88422 -2.20072 -3.28939
39 C -2.86176 -3.16377 -3.56842
40 C -2.90352 -3.79063 -4.82741
41 C -1.88174 -3.58967 -5.76830
42 C 2.61148 0.60928 -8.86721
43 C 2.26708 -0.33521 -9.85420
44 C 2.46921 -0.04747 -11.20687
45 C 3.09836 1.14484 -11.58989
46 C 3.52855 2.03861 -10.60800
47 C 3.33695 1.74139 -9.25240
48 C 2.20554 2.07259 -6.45360
49 C 3.44204 2.39609 -5.87496
50 C 3.71160 3.70052 -5.47248
51 C 2.73320 4.68934 -5.62205
52 C 1.48400 4.36611 -6.15617
53 C 1.20873 3.04586 -6.52639
54 H -1.57650 -0.56685 -6.85744
55 H -0.11900 1.25527 -8.18477
56 H -1.48426 -1.49759 -9.01422
57 H -2.24752 -2.91994 -10.87022
58 H -1.18278 -5.14070 -11.27316
59 H 0.79716 -5.80616 -9.91318
60 H 1.53830 -4.39154 -7.99508
61 H -1.10119 -0.51828 -4.52748
62 H -1.62578 -1.89981 -2.26838
63 H -3.64802 -3.35719 -2.83391
64 H -3.72016 -4.47477 -5.04943
65 H -1.85927 -4.17056 -6.69967
66 H 1.78568 -1.27278 -9.56712
67 H 2.16504 -0.76778 -11.96608
68 H 3.22648 1.38626 -12.64676
69 H 4.03820 2.95824 -10.89440
70 H 3.70712 2.43535 -8.49984
71 H 4.19747 1.62748 -5.75220
72 H 4.67391 3.95974 -5.03280
73 H 2.93087 5.72140 -5.31985
74 H 0.70833 5.12827 -6.27988
75 H 0.21396 2.78932 -6.88506
76 C -0.12715 -0.63198 0.14453
77 Si 1.31119 -1.42732 -0.78608
78 C 2.82708 -0.61118 -0.02299
79 C 1.55070 -3.21022 -0.19652
80 C 0.72942 -0.63790 -2.48772
81 H -0.07780 -1.02956 1.15787
82 H -1.09710 -0.86083 -0.30926
83 H 0.01520 0.45788 0.14083
84 H 2.94598 -1.03645 0.97922
85 H 3.75232 -0.78640 -0.58071
86 H 2.65999 0.46637 0.08276
87 H 0.93390 -3.97099 -0.67356
88 H 2.59072 -3.53298 -0.26433
89 H 1.30506 -3.22489 0.86782
90 H -0.23384 -0.17864 -2.16605
91 H 1.40520 0.23810 -2.61791

Force components x, y, z for each atom (eV/Å):
1.913 0.056 4.020
-0.676 -0.318 -0.644
-0.504 -0.424 0.861
0.719 0.473 -1.347
-0.677 -0.891 -0.361
-0.004 0.967 0.678
0.738 0.046 -0.418
-0.876 -0.128 0.575
0.730 0.512 0.391
1.417 -1.186 -0.225
-0.323 0.450 -0.017
0.860 0.022 0.408
-0.155 -0.276 -0.025
-0.055 0.335 0.128
-0.003 0.208 -0.043
0.093 -0.052 0.276
-0.417 0.097 0.015
0.345 -0.567 -0.138
0.248 -0.017 0.135
-0.119 -0.160 -0.390
-0.198 -0.149 -0.155
0.299 -0.161 0.025
-0.109 0.204 -1.602
0.186 -0.243 -0.048
0.468 0.104 -0.170
-1.716 -1.490 -3.037
1.133 0.904 -1.257
0.713 1.471 0.074
-0.836 -0.686 0.145
0.155 0.019 0.299
-0.203 -0.099 -0.127
0.178 0.089 0.362
0.106 0.257 0.131
-0.351 -0.055 -0.252
-0.191 0.170 0.119
-0.895 0.522 -0.088
0.434 -1.052 -0.313
-0.999 0.028 -0.326
0.455 0.126 -0.092
-0.071 -0.074 -0.140
-0.550 -0.264 0.831
0.421 -0.127 0.179
-0.235 0.415 0.059
0.405 0.051 0.170
-0.308 0.010 0.255
0.192 -0.440 0.073
-0.353 0.174 -0.290
0.052 -0.043 0.252
-0.207 0.221 -0.149
-0.287 0.202 0.045
-0.107 0.071 -0.145
0.005 -0.254 0.179
0.195 0.391 -0.073
0.069 0.160 -0.812
-0.154 -0.012 0.465
0.098 -0.504 0.094
0.387 -0.139 0.260
0.276 0.210 0.274
-0.007 0.168 0.122
-0.193 -0.095 -0.006
-0.082 -0.487 0.326
-0.687 0.456 -0.497
0.549 -0.342 -0.034
0.187 0.073 0.035
0.245 0.201 0.533
0.029 0.259 -0.100
0.041 0.154 0.202
0.000 -0.115 0.319
-0.100 -0.219 0.094
-0.194 -0.065 -0.175
-0.007 -0.003 -0.046
-0.208 -0.125 -0.103
0.019 -0.384 -0.091
0.326 -0.251 0.150
0.277 0.184 0.021
0.289 -0.541 0.561
-1.100 1.644 -0.599
0.037 0.117 -0.198
-0.248 -0.238 -0.461
-0.648 0.677 0.844
-0.402 0.290 0.386
0.112 0.022 0.211
-0.121 -0.279 0.077
0.067 0.067 -0.034
-0.064 0.063 0.075
0.137 -0.109 -0.067
-0.054 -0.025 -0.088
0.030 0.076 -0.184
-0.082 0.147 0.029
0.214 -0.085 -0.479
-0.078 -0.392 0.087


The following is a DFT calculation (the ωB97M-V functional and the def2-TZVPD basis) of a structure of composition C40H33Cl5HoN9O6S2.

**Charge**: 0
**HOMO level (alpha / beta)**: -8.118 / -8.119 eV
**Molecular weight**: 1142.09 g/mol
**Spin multiplicity**: 5
**Relative energy (zero: lowest compared OMol25 entry of this formula, charge and spin)**: 96.6 kJ/mol
**Electronic energy**: -6533.9809 Ha

Positions of all 96 atoms, in Å:
1 Ho 0.12766 -0.30472 -0.51728
2 C -0.83794 0.57573 2.80434
3 C 0.02908 -0.36887 3.61783
4 C 1.37196 -0.73563 3.04026
5 C 2.27302 -1.37427 3.89089
6 C 3.54293 -1.67623 3.44297
7 C 3.88735 -1.29861 2.15483
8 C 2.93394 -0.67738 1.37511
9 N 1.68236 -0.41623 1.78261
10 N -1.58716 -0.01253 1.68030
11 C -2.58412 0.97730 1.27001
12 C -3.30789 0.63550 -0.00276
13 C -4.28533 1.50395 -0.48190
14 C -5.01943 1.12990 -1.58921
15 C -4.77325 -0.11183 -2.16554
16 C -3.76181 -0.89027 -1.64066
17 N -3.01571 -0.51960 -0.59372
18 C -2.32254 -1.19700 2.13153
19 C -1.57745 -2.48407 1.94465
20 C -1.99454 -3.61363 2.63944
21 C -1.38148 -4.82673 2.38683
22 C -0.34394 -4.85842 1.46993
23 C 0.03123 -3.68002 0.85046
24 N -0.58003 -2.50676 1.06264
25 H -0.21248 1.36790 2.40655
26 H -1.55467 1.03350 3.50018
27 H -0.50697 -1.28520 3.87614
28 H 0.22856 0.14076 4.56365
29 H 1.97063 -1.61848 4.90135
30 H 4.25191 -2.18101 4.08631
31 H 4.87383 -1.48557 1.75472
32 H 3.18110 -0.37334 0.37174
33 H -2.11749 1.93723 1.13835
34 H -3.33568 1.10334 2.06648
35 H -4.43221 2.45894 0.00518
36 H -5.78101 1.78621 -1.98945
37 H -5.34500 -0.46084 -3.01459
38 H -3.52281 -1.85471 -2.07260
39 H -3.22610 -1.28938 1.53294
40 H -2.63299 -1.08410 3.17809
41 H -2.79814 -3.53350 3.36095
42 H -1.70648 -5.72331 2.89861
43 H 0.17432 -5.77817 1.23782
44 H 0.86899 -3.66667 0.16870
45 Cl -1.19778 1.72610 -2.54682
46 C -1.40267 0.18700 -3.34626
47 C -0.97520 -0.91455 -2.61241
48 C -1.16597 -2.13157 -3.26463
49 Cl -0.73077 -3.57695 -2.40570
50 C -1.73391 -2.25734 -4.53007
51 Cl -1.95490 -3.80478 -5.25013
52 C -2.13994 -1.10969 -5.20985
53 Cl -2.86372 -1.22744 -6.76460
54 C -1.97009 0.13502 -4.60857
55 Cl -2.46150 1.57377 -5.41761
56 C 1.57485 1.20308 -4.85654
57 C 2.05537 -0.07136 -4.26072
58 N 1.74259 -0.53164 -3.07019
59 C 2.38222 -1.73641 -2.94159
60 C 3.08601 -2.01530 -4.08648
61 N 2.86951 -0.94133 -4.90421
62 C 3.98681 -3.10141 -4.53892
63 O 4.12080 -4.12668 -3.73408
64 O 4.53817 -3.00961 -5.61392
65 C 2.27582 -2.50761 -1.67508
66 O 2.80516 -3.62494 -1.59130
67 O 1.64320 -1.93533 -0.73158
68 H 1.26876 1.88091 -4.06258
69 H 0.71153 1.01978 -5.50121
70 H 2.35129 1.67798 -5.45615
71 H 3.27490 -0.87823 -5.82530
72 H 3.59248 -3.99706 -2.88519
73 N 0.20541 3.75217 6.32746
74 C 0.02011 3.84959 4.95931
75 C 1.10492 3.69536 4.08678
76 C 0.91352 3.73476 2.72156
77 C -0.36428 3.91135 2.20314
78 C -1.44345 4.07691 3.05312
79 C -1.25612 4.04583 4.42347
80 S -0.57037 3.84290 0.43740
81 O -1.98833 3.77731 0.18535
82 O 0.12861 4.96641 -0.12754
83 N 0.11754 2.42423 0.01776
84 C 1.34748 2.43928 -0.54978
85 S 2.31055 3.84189 -0.99349
86 C 3.56960 2.77598 -1.53789
87 C 3.19001 1.49772 -1.40319
88 N 1.94396 1.29824 -0.84733
89 H 1.13694 3.91895 6.66642
90 H -0.51616 4.14763 6.90587
91 H 2.09633 3.54013 4.49711
92 H 1.75324 3.60685 2.04882
93 H -2.43035 4.21850 2.62996
94 H -2.09995 4.17056 5.09210
95 H 4.48903 3.16585 -1.94159
96 H 3.77450 0.63398 -1.68788

Force components x, y, z for each atom (eV/Å):
0.020 -0.249 0.654
0.150 -0.017 0.168
-0.033 0.013 -0.217
-0.040 -0.037 0.113
0.110 -0.033 -0.035
-0.084 0.027 -0.011
0.033 0.006 0.000
0.098 0.016 0.095
0.043 0.019 -0.032
-0.046 -0.059 -0.196
-0.138 -0.041 -0.013
-0.110 -0.120 0.000
-0.015 0.040 -0.034
0.066 0.003 0.103
-0.008 -0.027 -0.005
-0.048 -0.031 -0.066
-0.048 0.129 0.088
0.075 -0.154 -0.164
-0.032 -0.036 0.014
0.012 -0.064 0.025
-0.037 0.091 0.002
-0.012 0.005 0.052
0.127 -0.180 0.060
0.127 0.057 -0.272
0.002 0.142 -0.038
-0.031 0.028 -0.012
0.024 0.019 0.071
-0.031 -0.027 0.035
-0.040 0.008 -0.012
0.004 0.008 -0.001
-0.015 0.003 -0.023
-0.030 -0.022 -0.005
0.140 0.216 0.030
0.017 0.010 0.022
-0.018 0.002 -0.015
0.010 0.000 -0.021
0.016 -0.016 0.003
0.011 0.032 -0.034
-0.043 0.029 0.056
-0.011 0.017 0.010
-0.014 0.015 -0.024
0.022 -0.009 0.000
0.036 0.032 -0.013
-0.074 0.017 -0.028
-0.056 0.025 -0.035
0.188 -0.385 0.163
-0.219 -0.264 -0.734
-0.019 0.422 0.279
0.056 -0.244 0.047
0.010 0.014 0.021
-0.014 -0.035 -0.060
0.002 -0.024 0.040
-0.013 -0.001 -0.082
-0.021 0.050 -0.015
-0.028 0.047 -0.032
-0.040 -0.044 -0.039
-0.107 0.052 -0.028
0.143 0.004 0.104
-0.059 0.002 -0.028
0.034 0.089 0.160
0.030 -0.166 0.032
-0.060 -0.020 -0.219
0.156 -0.128 -0.058
-0.020 0.031 0.056
0.193 -0.081 -0.409
-0.110 0.128 0.186
-0.319 0.331 0.019
0.014 0.009 0.001
0.002 0.039 0.014
0.011 0.004 0.018
-0.004 0.061 -0.030
-0.014 -0.024 0.085
-0.044 -0.078 0.012
-0.091 -0.005 -0.109
0.016 0.009 0.039
-0.015 -0.013 0.041
0.128 -0.112 -0.302
-0.101 -0.021 -0.146
0.103 0.020 0.114
-0.192 -0.184 0.124
0.002 -0.173 0.074
0.268 -0.006 -0.047
0.085 0.375 0.167
0.239 0.554 0.029
0.212 -0.194 -0.061
-0.209 0.176 0.026
0.113 -0.309 -0.040
-0.503 0.179 0.260
0.015 0.039 0.028
0.026 0.029 0.020
0.005 0.012 -0.037
0.032 -0.003 0.028
0.012 -0.014 0.027
-0.010 0.004 -0.020
0.011 -0.061 0.004
-0.023 0.021 -0.016


The following is a DFT calculation (the ωB97M-V functional and the def2-TZVPD basis) of an isolated molecule of C11H10N2O in a non-equilibrium geometry.

**Charge**: 0
**HOMO level**: -8.590 eV
**Molecular weight**: 186.21 g/mol
**Spin multiplicity**: 1
**Relative energy (zero: lowest compared OMol25 entry of this formula, charge and spin)**: 218.7 kJ/mol
**Electronic energy**: -609.8299 Ha

Positions of all 24 atoms, in Å:
1 C -1.69867 -0.35059 -1.93581
2 C -1.08730 -0.18435 -0.78790
3 C 0.44558 -0.18175 -0.62708
4 C 1.10819 -1.33356 -1.01731
5 C 2.43854 -1.32984 -0.89292
6 C 3.09205 -0.22707 -0.38997
7 C 2.47181 0.86050 -0.09467
8 C 1.09477 0.93862 -0.25047
9 O 0.53167 2.15362 0.02692
10 N -1.87273 0.07788 0.36235
11 C -1.52772 -0.02248 1.68534
12 C -2.61120 0.29202 2.39822
13 C -3.60508 0.57138 1.47918
14 N -3.15687 0.35366 0.29635
15 H -2.79961 -0.54976 -2.04352
16 H -1.05846 -0.62642 -2.80627
17 H 0.58532 -2.23202 -1.33009
18 H 3.06730 -2.19732 -1.08555
19 H 4.09487 -0.25732 -0.06811
20 H 3.02258 1.73629 0.25359
21 H 1.32481 2.75213 0.23567
22 H -0.54713 -0.31539 2.21819
23 H -2.71681 0.37761 3.53091
24 H -4.70290 0.48688 1.64719

Force components x, y, z for each atom (eV/Å):
-0.534 -1.854 -2.075
0.822 0.692 0.768
-4.386 -0.317 -0.774
-0.671 -0.371 0.092
2.370 -1.615 -0.105
2.275 -3.012 -0.256
-1.844 4.118 0.842
1.138 1.664 0.728
1.080 0.746 0.269
1.276 -0.472 1.540
3.306 -0.558 1.207
-0.781 0.707 4.012
-2.415 -1.401 0.911
-0.892 0.602 -3.368
1.327 0.723 0.287
-0.649 0.564 0.662
-0.167 0.323 -0.012
-0.409 -0.048 -0.145
1.358 -0.449 -0.331
-0.139 -0.124 0.099
-2.009 -1.104 -0.400
-1.434 0.553 -1.884
0.375 -0.318 -1.887
1.003 0.950 -0.179


Look up the molecular weight of the first one.
125.04 g/mol